Record 1
The following is a quantum chemistry calculation of C17H31F3O2P2Pd as an isolated structure in a non-equilibrium geometry, from the Open Molecules 2025 dataset.

Geometry as XYZ:
```
56
Properties=species:S:1:pos:R:3:forces:R:3
P -0.88809 1.61101 1.04766 3.096 1.098 3.032
P 1.87351 0.77338 -1.75396 1.628 0.475 1.029
C 0.79979 2.12632 0.47841 -0.609 0.358 -0.289
C 0.96236 2.18205 -1.05698 0.121 0.668 -0.048
H 1.55048 1.46488 0.96559 -0.437 0.022 -0.169
H 0.96721 3.12194 0.91249 -0.155 -0.111 -0.189
H -0.02020 2.24238 -1.55229 0.436 0.157 0.004
H 1.55748 3.07417 -1.30703 -0.477 -0.005 -0.074
C 3.61375 1.46529 -2.05019 -0.933 0.089 -0.458
H 4.25175 0.72218 -2.55646 -0.313 0.185 0.290
H 4.08775 1.77552 -1.09914 -0.447 -0.336 -0.366
H 3.52630 2.34716 -2.70134 0.183 -0.164 0.110
C 1.07067 0.36416 -3.35028 0.258 0.176 -0.431
H 1.70550 0.71977 -4.17733 -0.232 -0.113 0.179
H 0.09184 0.86570 -3.41735 0.318 -0.243 0.103
H 0.91308 -0.71865 -3.46704 0.023 0.312 0.163
C -0.86737 2.45719 2.69953 -0.540 0.703 -0.297
H -1.85466 2.34865 3.19436 0.512 0.170 -0.240
H -0.64731 3.53104 2.51184 -0.266 -0.543 0.424
H -0.09606 2.03520 3.37513 -0.387 0.196 -0.669
C -2.19385 2.42037 0.09102 -0.323 -0.183 -0.155
H -2.02280 2.29253 -0.98566 -0.160 -0.117 0.316
H -2.19997 3.49070 0.34264 0.069 -0.241 0.059
H -3.15215 1.95167 0.35018 0.167 0.175 -0.187
Pd -3.14088 -0.22803 -1.80661 1.801 0.010 -1.003
C 2.40578 -0.56932 -0.03831 -0.946 -2.954 0.881
C 2.92366 -0.24109 1.24261 0.167 0.803 -0.880
C 2.78505 -1.10085 2.49399 0.249 1.604 0.855
C 1.43334 -1.70392 2.82794 -0.104 -0.719 0.626
C 0.45706 -0.62637 2.95558 0.362 1.243 -0.343
C -0.40052 -0.27904 1.91137 -2.873 -0.316 -2.088
C -0.29104 -0.89999 0.49335 -0.554 -0.688 -1.274
C 1.00882 -1.36189 -0.19917 1.654 -0.658 -0.121
C -4.70891 -0.27299 -0.71196 -1.167 -0.356 0.157
H 3.19937 -1.13383 -0.55916 -0.551 0.794 -1.190
H 3.88179 0.33901 1.19514 -0.498 -0.972 0.136
H 3.01651 -0.38107 3.33186 -0.075 -0.919 -0.339
H 3.52360 -1.90844 2.57383 0.212 0.116 -0.362
H 1.08475 -2.54326 2.19644 0.319 0.651 0.037
H 1.47699 -2.10924 3.85424 0.302 -0.163 -0.329
H 0.57380 0.00000 3.83792 -0.523 -0.197 0.083
H -1.46075 -0.31489 2.26679 0.522 -0.150 -0.195
H -0.76542 -0.23407 -0.28816 0.280 -0.197 0.819
H -1.01190 -1.72349 0.41788 0.385 -0.260 0.218
H 1.20149 -2.42212 0.04447 -0.064 0.389 0.065
H 0.77950 -1.39490 -1.30299 0.131 -0.162 1.371
H -5.25891 -0.99505 -1.33124 -0.305 -0.111 0.433
H -5.16275 0.70637 -0.92119 -0.204 0.058 0.807
H -4.61555 -0.65109 0.32104 -0.235 0.592 -0.341
F -2.21112 -4.79761 -1.06051 -0.552 1.203 0.254
C -2.69997 -3.54255 -1.27490 -0.605 -0.395 -0.046
F -3.87101 -3.70298 -1.94664 0.755 0.269 0.449
F -3.05187 -2.99051 -0.03652 0.804 -0.735 -1.473
C -1.62198 -2.70489 -2.11767 0.593 0.248 -0.455
O -0.46697 -3.11964 -1.97563 -1.127 0.452 -0.182
O -2.04096 -1.75686 -2.88759 0.317 -1.208 1.291
```
Forces are in eV/Å.

Values from the calculation:
ΔE to the lowest compared entry with this formula, charge and spin = 5.6173 eV
multiplicity = 3
total charge = 0
expectation value of S² = 2.04
E_HOMO (alpha / beta) = -0.2287 / -0.2258 Eh
strongest force on any atom = 4.470 eV/Å



Record 2
The following is a quantum chemistry calculation of C17H31F3O2P2Zn as an isolated structure in a non-equilibrium geometry, from the Open Molecules 2025 dataset.

Geometry as XYZ:
```
56
Properties=species:S:1:pos:R:3:forces:R:3
P 0.59939 -0.63382 -1.00547 -1.727 -2.286 -1.017
P 1.35847 2.97004 -0.58016 -2.517 1.825 -2.772
C 0.07799 0.90851 -1.94677 0.738 0.015 -0.177
C 1.23835 1.87734 -2.11151 -0.063 0.309 0.293
H -0.70336 1.31152 -1.28206 0.344 -0.203 -0.387
H -0.42697 0.69119 -2.89965 0.512 -0.032 0.252
H 2.20639 1.33322 -2.10431 -0.424 0.270 -0.646
H 1.15266 2.48557 -3.02806 0.116 -0.219 0.472
C -0.40627 3.26278 -0.12243 -0.056 -0.133 0.341
H -0.51749 4.20700 0.41278 0.239 -0.038 0.053
H -0.77589 2.47442 0.54104 0.281 0.095 0.033
H -1.07239 3.28532 -0.99019 0.369 0.159 -0.130
C 1.81428 4.49021 -1.47845 0.920 0.461 0.046
H 1.74914 4.32899 -2.55444 -0.106 -0.137 0.143
H 2.86036 4.72209 -1.27601 -0.090 0.331 0.100
H 1.17667 5.34373 -1.25149 0.119 -0.090 0.378
C -0.08864 -1.65687 -2.50774 -0.383 -0.207 0.416
H -0.20240 -2.71794 -2.28649 0.206 0.348 0.047
H 0.63500 -1.58804 -3.33145 -0.119 0.342 0.167
H -1.06976 -1.31271 -2.87255 0.380 0.040 0.298
C 2.25376 -1.50543 -1.19831 0.541 0.534 -0.178
H 2.42349 -2.07701 -0.25551 -0.278 0.669 -0.743
H 3.12122 -0.83905 -1.34991 -0.194 -0.454 0.017
H 2.15645 -2.22657 -2.00989 0.309 0.177 -0.056
Zn 2.33969 1.37177 0.41208 0.795 -2.411 4.247
C -2.39418 -0.89824 0.78193 1.887 1.251 -0.281
C -2.65992 -0.98427 -0.51276 -0.353 0.049 -0.270
C -3.22824 -2.18671 -1.18569 0.166 -0.418 -0.374
C -2.65855 -3.54864 -0.71075 -0.790 -0.617 -0.554
C -1.19042 -3.71967 -0.51774 2.175 -0.203 0.768
C -0.37265 -3.39069 0.50903 -0.604 -0.615 -1.052
C -0.73569 -2.75742 1.78535 -1.174 1.238 0.531
C -2.12594 -1.97047 1.76528 -0.288 -0.941 2.070
C 3.12546 -0.12301 1.55624 0.053 0.004 -0.122
H -2.05268 0.08191 1.15388 -0.061 -0.330 -0.324
H -2.44671 -0.14118 -1.18424 -0.594 0.016 0.540
H -3.10654 -2.07271 -2.27932 -0.065 -0.189 0.450
H -4.31580 -2.23886 -0.99126 0.346 0.153 -0.227
H -3.24628 -3.86692 0.16274 0.407 -0.004 -0.223
H -2.89705 -4.25296 -1.52106 -0.289 -0.002 0.324
H -0.62235 -4.22829 -1.32388 -0.778 0.238 0.378
H 0.70095 -3.59587 0.41096 -0.408 -0.200 -0.153
H 0.05340 -2.02931 2.05526 -0.320 -0.307 -0.006
H -0.81299 -3.49684 2.62812 0.156 0.556 -0.741
H -2.95914 -2.69348 1.81648 0.406 0.174 0.004
H -2.10278 -1.46672 2.75180 -0.320 -0.336 -0.314
H 4.16736 0.21096 1.60409 0.062 -0.443 0.395
H 3.07766 -1.17765 1.23962 0.245 0.708 -0.125
H 2.64693 -0.11221 2.56704 0.386 0.561 -0.975
F -0.62740 2.24277 4.50361 0.595 1.020 -0.430
C 0.21266 3.14426 3.91368 0.320 -0.609 -0.209
F -0.55931 4.00684 3.15900 0.478 -0.597 0.795
F 0.82649 3.85476 4.87819 -0.701 -0.280 -0.478
C 1.25827 2.44071 2.94100 -0.022 0.276 -0.543
O 2.37876 2.99002 2.84518 -1.302 -0.788 -0.217
O 0.76654 1.47363 2.27516 0.476 1.264 0.168
```
Forces are in eV/Å.

Values from the calculation:
ΔE to the lowest compared entry with this formula, charge and spin = 0.2709 eV
total charge = 0
E_HOMO = -0.3004 Eh
strongest force on any atom = 4.948 eV/Å



Record 3
The following is a quantum chemistry calculation of C17H31MgN5O6S3 as an isolated structure in a non-equilibrium geometry, from the Open Molecules 2025 dataset.

Geometry as XYZ:
```
63
Properties=species:S:1:pos:R:3:forces:R:3
Mg 0.66442 0.00591 0.44381 -1.001 1.097 0.082
C -1.42147 1.93352 -0.71076 0.161 -0.039 0.160
C -0.01457 2.54653 -0.93010 -0.065 -0.257 0.257
N 0.86054 2.22942 0.20369 -0.012 0.276 -0.142
C 0.59942 2.92949 1.46881 -0.091 -0.265 0.001
C 0.76315 1.98690 2.68755 -0.111 -0.064 -0.294
N 0.29764 0.62147 2.41446 -0.083 -0.045 0.519
C -1.13017 0.33651 2.62494 0.145 0.040 -0.271
C -1.97489 0.96654 1.51298 0.208 0.004 -0.035
N -1.38529 0.74458 0.16713 -0.189 0.077 0.018
H -2.08862 2.68042 -0.27804 -0.058 0.038 -0.021
H -1.83578 1.66227 -1.68102 -0.009 -0.023 -0.020
H 0.44646 2.08723 -1.80361 0.010 0.001 -0.025
H -0.10927 3.61888 -1.12148 -0.001 0.084 0.008
H 1.83274 2.32470 -0.06283 -0.027 0.067 0.004
H 1.26814 3.78268 1.59329 -0.008 0.076 0.039
H -0.41402 3.33049 1.44017 0.001 -0.007 -0.030
H 1.81866 1.92156 2.94585 0.040 -0.035 -0.020
H 0.23474 2.42057 3.54186 0.029 0.045 0.075
H 0.87008 -0.06804 2.90129 -0.056 0.091 0.099
H -1.24522 -0.74856 2.59676 0.011 0.001 0.000
H -1.48790 0.69388 3.59521 -0.008 0.015 0.063
H -2.98841 0.56448 1.55713 -0.025 -0.037 -0.003
H -2.04729 2.04096 1.68372 -0.038 -0.009 -0.008
H -1.89193 -0.03390 -0.25413 -0.090 0.011 -0.022
O 1.39916 -0.34275 -1.42009 0.304 -0.006 -0.113
S 2.77494 -0.32280 -0.85988 0.661 -0.044 -0.213
O 3.70897 0.40661 -1.66882 0.023 -0.130 0.030
O 2.67005 0.13035 0.54832 0.309 -0.032 -0.429
C 3.36813 -1.99023 -0.67175 -0.007 -0.159 0.343
C 4.48881 -2.32205 -1.42002 -0.170 0.011 0.000
C 5.13877 -3.52753 -1.20858 0.056 -0.059 -0.053
C 4.67514 -4.39753 -0.23922 0.093 -0.074 -0.018
C 3.55293 -4.07930 0.51014 -0.096 0.122 -0.093
C 2.88377 -2.87703 0.31479 0.077 0.082 -0.249
S 1.46939 -2.64858 1.41992 -0.028 -0.200 0.275
O 1.01443 -3.98361 1.70514 -0.005 0.009 -0.088
O 1.93529 -1.89224 2.56557 -0.012 0.072 -0.104
O 0.45980 -1.88080 0.63767 0.203 -0.732 0.284
H 4.84972 -1.60863 -2.14798 0.024 -0.014 0.019
H 6.01552 -3.77566 -1.79301 -0.015 0.007 0.007
H 5.19089 -5.33209 -0.05726 -0.023 0.007 -0.008
H 3.17168 -4.76313 1.25524 0.011 0.002 -0.006
C -2.35176 -2.22677 -4.84072 -0.028 -0.023 0.009
C -1.55769 -1.27166 -3.95856 -0.055 -0.028 0.136
N -2.04811 -1.20009 -2.58337 -0.106 -0.064 0.055
C -1.91974 -2.20874 -1.66412 0.153 -0.072 -0.021
S -2.85380 -2.20486 -0.25760 -0.167 0.073 -0.242
N -1.00826 -3.14238 -1.93215 -0.085 -0.125 0.173
C -0.70741 -4.27869 -1.05832 0.000 0.033 -0.124
C -1.65492 -5.44591 -1.27610 -0.058 0.020 -0.052
H -1.97518 -2.20744 -5.86500 0.002 -0.005 0.037
H -3.40481 -1.94155 -4.85865 0.015 -0.010 -0.015
H -2.28691 -3.25000 -4.46785 -0.020 0.017 -0.018
H -1.59909 -0.26047 -4.35893 0.001 0.057 -0.018
H -0.50059 -1.53830 -3.94924 0.067 0.084 0.020
H -2.91294 -0.69810 -2.44683 0.045 0.026 -0.026
H -0.42002 -3.01264 -2.73559 0.034 -0.025 -0.050
H -0.74469 -3.93721 -0.03166 0.010 0.028 0.084
H 0.32071 -4.57121 -1.27380 0.027 0.023 0.048
H -2.68087 -5.14143 -1.06307 0.039 -0.023 -0.013
H -1.39377 -6.26346 -0.60222 0.002 0.024 -0.023
H -1.60238 -5.81348 -2.30362 -0.011 -0.013 0.025
```
Forces are in eV/Å.

Values from the calculation:
ΔE to the lowest compared entry with this formula, charge and spin = 0.3015 eV
total charge = 0
E_HOMO = -0.3040 Eh
strongest force on any atom = 1.487 eV/Å



Record 4
The following is a quantum chemistry calculation of C17H31NO3 as an isolated structure in a non-equilibrium geometry, from the Open Molecules 2025 dataset.

Geometry as XYZ:
```
52
Properties=species:S:1:pos:R:3:forces:R:3
C -5.43571 -0.24689 -1.93186 -1.276 1.196 -3.788
C -4.92896 -0.94335 -0.72081 -6.807 3.248 3.077
C -4.49247 0.13757 0.34671 -3.839 -7.963 1.896
C -3.29064 0.73916 0.02504 -0.235 -0.234 -6.228
C -2.86453 1.46901 1.06573 0.924 7.536 10.103
H -3.72968 2.27797 1.51364 1.749 -1.965 -1.683
H -2.80878 0.89810 2.26672 0.541 1.116 -3.917
C -1.62607 2.43921 0.78556 -0.210 -4.560 10.241
N -0.53639 1.56156 0.58493 3.942 3.723 7.356
C 0.44329 1.19231 1.63258 -7.386 9.635 2.827
O 0.39960 1.98886 2.73981 1.301 -4.981 -5.110
C 1.32604 0.25140 1.16301 5.633 -7.745 5.944
C 0.84355 -1.16599 0.37832 0.891 12.494 2.304
O 0.15134 -0.79017 -0.46176 -4.372 -1.410 -6.233
O 1.12275 -2.16967 0.91017 3.159 -6.519 6.731
C 0.56752 -3.36662 0.52603 2.402 -2.913 -4.133
C 1.50964 -4.67731 0.90983 -1.407 6.180 -2.951
H 1.06462 -5.47917 0.47810 -0.670 -2.633 -0.902
H 1.52367 -4.50669 1.87402 -0.417 -0.788 5.465
H 2.48381 -4.32503 0.69181 1.155 -0.511 -1.335
H -0.46039 -3.46814 0.58790 -2.141 -0.042 1.772
H 0.57332 -3.10312 -0.52988 0.144 -1.731 -1.106
H 1.80792 -0.13706 2.26263 -1.437 0.320 -2.227
C 2.56852 0.83427 0.68670 2.201 1.452 -6.646
C 3.70728 -0.10557 0.03120 -0.736 -2.692 10.358
C 5.02561 0.37009 -0.38441 -8.248 0.814 -2.554
C 4.57710 0.82181 -1.69922 1.227 7.843 -1.114
C 3.52270 2.21950 -1.50254 -2.054 -7.320 -1.073
C 2.17263 1.40474 -0.70204 1.937 5.455 -1.902
H 1.85155 0.65712 -1.41170 -0.360 -0.076 0.004
H 1.52064 2.33267 -0.69428 -0.075 -1.627 0.266
H 3.17145 2.48760 -2.54832 0.592 0.325 1.660
H 3.91043 2.88734 -0.80590 0.839 1.527 0.595
H 5.42509 1.34040 -2.17067 0.068 -0.442 -0.531
H 4.16175 0.18051 -2.38469 -1.093 -1.798 -1.206
H 5.74246 -0.21787 -0.50236 5.653 -6.135 -0.579
H 5.39201 1.10341 0.12628 1.671 4.716 3.347
H 3.98223 -0.72927 1.48478 -0.397 0.748 -3.130
H 3.29550 -1.00763 -0.37055 -0.104 -0.184 -0.813
H 2.92395 1.68359 1.27157 0.250 -0.511 0.315
H -0.43901 0.85981 0.02577 -0.769 -4.460 -5.394
H -1.48015 3.12807 1.99461 0.025 -2.150 -4.313
H -1.84236 2.99732 0.04843 -1.235 4.376 -5.389
H -2.62766 -0.11209 -0.15064 0.562 0.467 -0.998
H -3.58577 1.46133 -0.90251 1.556 -1.660 1.545
H -4.36691 -0.56912 1.29634 0.033 1.600 -1.352
H -5.36250 0.67209 0.57497 -0.972 1.543 0.195
H -5.79926 -1.66124 -0.30911 1.810 1.694 -0.598
H -4.23867 -1.53964 -1.01959 4.972 -3.841 -1.446
H -5.99308 -0.91239 -2.67890 1.289 0.313 0.799
H -4.61312 0.30914 -2.51796 -1.029 -1.065 0.782
H -6.24584 0.52805 -1.88349 0.740 -0.370 1.073
```
Forces are in eV/Å.

Values from the calculation:
ΔE to the lowest compared entry with this formula, charge and spin = 18.4685 eV
total charge = 0
E_HOMO = -0.3126 Eh
strongest force on any atom = 12.736 eV/Å